# C5H6O2

An isolated molecule of C5H6O2 (the ωB97M-V functional and the def2-TZVPD basis, the OMol25 dataset).

Its HOMO energy is -10.462 eV. The LUMO energy comes out at 1.0 eV. Its gap between HOMO and LUMO is 11.4329 eV. As for the structure (SMILES): C#C[C@@H](C)OC=O.

CARTESIAN COORDINATES (ANGSTROEM)
C -1.313478 -1.116391 0.064267
C -0.130997 -0.187255 0.287911
O 0.821936 -0.442861 -0.766935
C 2.125072 -0.345762 -0.450007
O 2.599305 -0.296424 0.649548
C -0.512033 1.231061 0.199174
C -0.818096 2.387708 0.080479
H -1.705221 -0.977952 -0.946592
H -2.105243 -0.888611 0.783568
H -1.002018 -2.157846 0.185882
H 0.351733 -0.383098 1.250209
H 2.698914 -0.313968 -1.387422
H -1.090667 3.415489 -0.023041

Forces on atoms 1 to 3 (eV/Å):
C 0.0 0.0 0.0
C -0.1 0.0 0.1
O 0.2 0.1 0.1



# C28H29FeN7OS6SbSe

C28H29FeN7OS6SbSe as an isolated structure (the ωB97M-V functional and the def2-TZVPD basis, the OMol25 dataset).

Its HOMO energy (alpha / beta) is -0.910 / -0.917 eV. Its expectation value of S² is 0.810. The LUMO energy (alpha / beta) comes out at 4.0 / 4.0 eV. Its multiplicity is 2. As for the charge: -2. Its gap between HOMO and LUMO (alpha / beta) is 4.8742 / 4.8818 eV.

CARTESIAN COORDINATES (ANGSTROEM)
Fe -1.021551 -1.657667 0.412489
C -2.002005 1.711782 -2.173561
C -1.452983 0.416129 -1.640844
N -1.533373 0.107828 -0.390622
N -1.858603 1.168587 0.464352
C -1.245163 1.050732 1.589726
S -0.276521 -0.273071 2.090020
S -1.320453 2.518282 2.621192
C 0.422421 2.991804 2.349017
C 0.764815 3.212934 0.900513
C 0.499804 4.433106 0.282991
C 0.782101 4.623498 -1.061088
C 1.323422 3.587312 -1.814057
C 1.580237 2.363716 -1.212353
C 1.308989 2.180799 0.138044
C -0.702335 -0.441588 -2.550571
C -0.857262 -0.308882 -3.937259
C -0.027996 -0.940249 -4.838713
C 1.036147 -1.706080 -4.342466
C 1.229006 -1.851416 -2.992825
C 0.345339 -1.274438 -2.036294
O 0.551111 -1.507642 -0.790732
H -2.441727 2.298185 -1.375199
H -2.764371 1.487338 -2.924113
H -1.212875 2.286197 -2.660682
H 1.037554 2.203642 2.774254
H 0.571402 3.901942 2.933366
H 0.049312 5.232521 0.862226
H 0.566761 5.578242 -1.527455
H 1.527177 3.728616 -2.869112
H 1.970774 1.532039 -1.787049
H 1.474943 1.204612 0.581672
H -1.664377 0.307534 -4.315589
H -0.191257 -0.839112 -5.904564
H 1.711408 -2.201016 -5.033134
H 2.034466 -2.458102 -2.597712
S -2.981499 -5.773225 0.886396
Sb -2.226552 -4.108145 2.363274
S -0.018957 -3.431080 1.524826
S -3.000070 -1.935557 1.581895
C -4.674480 -1.298997 -4.098250
C -4.941934 -2.464526 -3.147072
C -3.690399 -2.896183 -2.446411
N -3.061551 -2.132005 -1.635974
N -1.938245 -2.713663 -1.108718
C -1.724811 -3.924312 -1.549209
N -0.664394 -4.722902 -1.251532
S -2.942322 -4.440321 -2.669591
H -5.592168 -0.977367 -4.596178
H -3.942468 -1.578527 -4.858262
H -4.266142 -0.457126 -3.539194
H -5.367935 -3.312144 -3.687721
H -5.666976 -2.168876 -2.386262
H -0.133877 -4.300375 -0.473483
H -1.021468 -5.614018 -0.901723
C 2.495667 -1.824013 3.642292
N 3.032994 -0.519013 3.309563
C 3.583776 -0.178068 2.114109
Se 3.819504 -1.194372 0.640394
N 3.901666 1.151079 2.210452
C 3.539171 1.658850 3.440731
C 3.620858 2.920276 3.999229
C 3.104265 3.083254 5.280847
C 2.526189 2.018816 5.969127
C 2.447933 0.749244 5.406209
C 2.968992 0.587063 4.135897
H 2.684323 -2.493137 2.809041
H 1.415595 -1.762218 3.771058
H 2.974522 -2.192894 4.551872
H 4.262816 1.649007 1.416180
H 4.043611 3.752374 3.450918
H 3.135171 4.061680 5.743273
H 2.112494 2.186144 6.955119
H 1.972342 -0.072830 5.922994

Forces on atoms 1 to 3 (eV/Å):
Fe -0.1 0.2 -0.1
C 0.0 0.0 0.0
C 0.0 0.0 0.0



# H44O22

A 22-piece molecular cluster, H44O22 overall at a distorted geometry (the ωB97M-V functional and the def2-TZVPD basis, the OMol25 dataset).

Its HOMO energy is -11.098 eV. The LUMO energy comes out at 0.1 eV. Its gap between HOMO and LUMO is 11.1610 eV.

CARTESIAN COORDINATES (ANGSTROEM)
O 1.902660 -14.499137 -16.496495
H 1.364098 -13.757524 -16.912030
H 1.396016 -15.256870 -16.741784
O 2.262127 -15.232038 -11.360253
H 3.138707 -15.549212 -11.464442
H 2.191249 -14.444678 -11.870387
O 2.589708 -12.173602 -8.368856
H 2.476412 -12.660798 -7.505524
H 2.295604 -12.906123 -8.945902
O 5.176245 -14.355025 -12.011991
H 5.881621 -14.417434 -12.637906
H 4.953063 -13.406383 -12.094210
O -0.050710 -9.640739 -14.513748
H 0.077584 -9.019473 -13.813103
H -0.111356 -10.524163 -14.172922
O 5.544298 -11.655935 -8.980556
H 4.838580 -12.255641 -8.633228
H 6.109810 -12.237742 -9.513080
O -0.152418 -7.968939 -12.259916
H -0.885834 -7.429482 -12.039176
H 0.488573 -7.843092 -11.540630
O 3.226717 -10.488913 -11.013106
H 4.079656 -10.623223 -10.635973
H 2.843551 -9.923958 -10.323371
O -0.722825 -12.183392 -13.696442
H -1.091093 -12.398579 -14.540087
H -0.943796 -12.870449 -13.039142
O 6.680319 -11.740787 -11.851075
H 6.720079 -11.748885 -12.847202
H 7.467837 -12.337171 -11.788201
O 1.821905 -7.699238 -15.215704
H 1.152064 -8.379124 -15.147743
H 1.846164 -7.512946 -16.152046
O 3.910489 -9.830475 -14.101362
H 3.645569 -9.149835 -14.664711
H 3.324947 -9.819210 -13.304277
O 0.503431 -16.082417 -14.195880
H 0.758449 -15.798286 -15.098881
H 1.229806 -16.031984 -13.560745
O 3.265380 -11.183686 -17.326430
H 3.509075 -11.902950 -16.650560
H 3.570371 -10.426841 -16.852385
O -0.578263 -12.403364 -17.379314
H -1.384707 -12.435767 -17.855213
H -0.397253 -11.439940 -17.509644
O 3.455332 -6.921520 -12.916032
H 4.239290 -7.370244 -13.252094
H 2.833379 -6.985410 -13.709684
O 0.666876 -9.925832 -17.521597
H 1.508852 -10.414959 -17.466633
H 0.379842 -9.670072 -16.636776
O 3.660808 -13.033400 -15.208354
H 3.182307 -13.869665 -15.403232
H 3.182290 -12.574580 -14.506628
O -0.853710 -14.621351 -11.970824
H -0.897631 -14.982160 -12.879076
H -0.047857 -14.999925 -11.588985
O 6.465215 -11.413788 -14.564686
H 5.660541 -10.974386 -14.294005
H 6.127427 -12.318925 -14.480454
O 2.070213 -12.542555 -12.518875
H 1.156896 -12.345319 -12.778701
H 2.361311 -11.866094 -11.990483
O 2.607809 -7.523301 -10.385638
H 3.032072 -7.230710 -11.181870
H 2.856913 -6.867640 -9.718611

Forces on atoms 1 to 3 (eV/Å):
O -1.0 1.7 -0.7
H 0.9 -0.9 0.8
H -0.3 -1.0 -0.6



# C3HgO4

C3HgO4 as an isolated structure at a distorted geometry (the ωB97M-V functional and the def2-TZVPD basis, the OMol25 dataset).

Its HOMO energy (alpha / beta) is -2.114 / -2.756 eV. Its expectation value of S² is 1.051. The LUMO energy (alpha / beta) comes out at 2.0 / 2.5 eV. Its multiplicity is 2. As for the charge: -1. Its gap between HOMO and LUMO (alpha / beta) is 4.1272 / 5.2285 eV.

CARTESIAN COORDINATES (ANGSTROEM)
C -1.294808 0.122709 -0.819957
C -0.422074 1.130177 -0.584348
O -0.194304 2.127150 -1.416827
O 0.664912 0.884949 0.283058
Hg 1.047233 2.872205 -0.049734
O 1.226908 -2.510275 0.862766
C 0.105625 -2.246890 0.975883
O -1.133491 -2.380028 0.749161

Forces on atoms 1 to 3 (eV/Å):
C -1.5 -0.2 -0.4
C 4.7 -1.0 0.5
O -3.9 -2.9 -1.7



The energy above the lowest of the compared OMol25 structures with the same formula, charge and spin results, record by record, are as follows: 43.3; 0.0; 36.5; 54.5 kcal per mole.